Record 1
Computed, not measured: a molecular structure, C32H49Ge2N3O6V, with the ωB97M-V functional and the def2-TZVPD basis.

Last column: Mulliken charge in e.
Positions of all 93 atoms, in Å:
1 V 0.129 -1.407 0.653  0.62
2 O 0.272 -2.970 -0.915  -0.47
3 C 0.629 -4.262 -0.387  -0.66
4 C -0.039 -4.496 0.954  -0.78
5 N 0.207 -3.390 1.899  0.36
6 C -0.943 -3.192 2.794  -0.94
7 C -1.997 -2.322 2.087  0.62
8 O -2.974 -1.945 2.679  -0.65
9 O -1.684 -2.021 0.839  -0.65
10 C 1.524 -3.422 2.518  -1.12
11 C 2.596 -2.791 1.638  0.71
12 O 3.753 -3.082 1.712  -0.53
13 O 2.137 -1.847 0.782  -0.55
14 H -0.622 -2.998 -1.285  0.30
15 H 1.717 -4.261 -0.310  0.12
16 H 0.353 -5.043 -1.094  0.57
17 H 0.296 -5.449 1.380  0.44
18 H -1.115 -4.560 0.799  0.41
19 H -0.637 -2.669 3.700  0.32
20 H -1.403 -4.134 3.104  0.48
21 H 1.872 -4.426 2.776  0.28
22 H 1.499 -2.846 3.445  0.38
23 C 5.249 -2.788 -2.335  -1.35
24 C 4.091 -3.062 -1.364  -0.40
25 Ge 3.438 -1.374 -0.652  0.47
26 C 4.636 -0.249 0.377  -0.72
27 C 3.885 0.937 0.986  -0.88
28 C 2.689 -0.361 -2.103  -1.56
29 C 1.590 0.332 -2.426  1.24
30 Ge 0.060 0.426 -1.162  1.11
31 C 0.069 2.303 -0.483  -0.95
32 C -1.228 3.106 -0.574  -0.92
33 C -1.634 -0.166 -2.048  -0.41
34 C -2.382 0.684 -3.077  -1.47
35 C 1.540 1.100 -3.704  0.33
36 C 0.610 2.126 -3.865  0.49
37 C 0.553 2.883 -5.027  -1.29
38 C 1.425 2.618 -6.069  -0.41
39 C 2.349 1.590 -5.936  -0.82
40 C 2.406 0.844 -4.772  -0.62
41 H 5.630 -3.724 -2.742  0.41
42 H 6.081 -2.287 -1.838  0.36
43 H 4.939 -2.172 -3.180  0.34
44 H 4.423 -3.713 -0.559  0.52
45 H 3.270 -3.548 -1.895  0.29
46 H 5.405 0.107 -0.314  0.57
47 H 5.136 -0.852 1.133  0.44
48 H 3.452 1.573 0.212  0.29
49 H 4.553 1.553 1.589  0.45
50 H 3.068 0.610 1.636  0.02
51 H 3.533 -0.300 -2.801  -0.02
52 H 0.869 2.816 -1.021  0.90
53 H 0.397 2.268 0.559  0.93
54 H -1.508 3.318 -1.607  0.34
55 H -1.130 4.065 -0.062  0.40
56 H -2.075 2.585 -0.117  -0.05
57 H -2.311 -0.426 -1.228  0.27
58 H -1.362 -1.122 -2.512  0.47
59 H -2.668 1.655 -2.672  0.24
60 H -3.300 0.179 -3.386  0.43
61 H -1.788 0.856 -3.972  0.38
62 H -0.078 2.356 -3.063  0.27
63 H -0.177 3.677 -5.113  0.42
64 H 1.383 3.199 -6.980  0.40
65 H 3.026 1.362 -6.749  0.41
66 H 3.122 0.035 -4.720  0.51
67 C -4.635 4.105 1.030  -1.03
68 C -4.827 3.366 2.344  -0.90
69 N -3.826 2.316 2.560  0.25
70 C -4.275 0.926 2.501  -0.88
71 C -4.633 0.474 1.095  -0.71
72 C -2.610 2.710 2.981  0.20
73 O -2.306 3.871 3.204  -0.66
74 C -1.519 1.679 3.143  0.28
75 C -0.708 1.740 4.268  -0.74
76 C 0.395 0.906 4.357  -1.47
77 C 0.673 0.062 3.301  -0.59
78 N -0.088 0.015 2.197  0.99
79 C -1.175 0.798 2.139  -0.47
80 H -5.412 4.860 0.910  0.46
81 H -4.691 3.420 0.182  0.21
82 H -3.668 4.606 1.015  0.26
83 H -5.804 2.884 2.377  0.47
84 H -4.768 4.067 3.177  0.49
85 H -5.147 0.829 3.153  0.41
86 H -3.510 0.278 2.921  0.42
87 H -5.492 1.020 0.705  0.43
88 H -4.877 -0.588 1.102  0.43
89 H -3.800 0.627 0.404  -0.08
90 H -0.938 2.455 5.047  0.58
91 H 1.047 0.927 5.217  0.52
92 H 1.562 -0.557 3.302  0.44
93 H -1.773 0.720 1.238  0.60

Values from the calculation:
orbital gap (spin up / spin down): 0.2799 / 0.2771 hartree
E_HOMO (spin up / spin down): -10.74 / -10.49 eV
E_tot: -6962.19851 a.u.
charge: +1
E_LUMO (spin up / spin down): -3.122 / -2.950 eV
multiplicity: 3


Record 2
Computed, not measured: a molecular structure, C32H49N10O8P2RuSe at a distorted geometry, with the ωB97M-V functional and the def2-TZVPD basis.

Last column: Mulliken charge in e.
Positions of all 103 atoms, in Å:
1 Ru -0.058 -2.200 -0.660  2.02
2 C -4.066 3.591 3.232  -1.44
3 C -2.575 3.761 2.712  2.04
4 C -1.694 3.837 3.957  -2.20
5 C -2.409 5.093 1.974  -1.41
6 C -2.268 2.586 1.821  -0.62
7 C -1.260 1.606 2.141  -0.74
8 C -1.056 0.529 1.309  0.53
9 Se 0.360 -0.692 1.694  0.02
10 C 1.833 0.351 0.906  -0.80
11 C 2.241 1.517 1.501  0.26
12 C 3.368 2.161 1.037  -0.15
13 C 3.922 1.684 -0.162  -0.68
14 C 3.470 0.577 -0.866  -0.42
15 C 2.312 -0.050 -0.374  0.79
16 O 1.777 -1.077 -1.025  -0.04
17 C 4.121 0.134 -2.160  2.83
18 C 4.494 -1.344 -2.218  -1.90
19 C 3.236 0.511 -3.352  -1.62
20 C 5.461 0.842 -2.352  -2.29
21 C 3.886 3.422 1.746  1.93
22 C 5.390 3.598 1.534  -2.09
23 C 3.768 3.209 3.279  -1.59
24 C 3.152 4.678 1.245  -1.92
25 C -1.897 0.189 0.219  -0.22
26 O -1.813 -0.973 -0.359  -0.03
27 C -2.808 1.174 -0.144  -0.08
28 C -2.987 2.294 0.631  -0.21
29 C -3.706 1.001 -1.432  2.83
30 C -4.358 2.305 -1.831  -2.14
31 C -4.746 -0.022 -1.031  -1.88
32 C -2.956 0.422 -2.579  -1.63
33 H -4.264 4.362 4.077  0.37
34 H -4.336 2.603 3.709  0.29
35 H -4.807 3.823 2.458  0.37
36 H -2.070 4.770 4.440  0.52
37 H -0.736 4.028 3.574  0.46
38 H -1.649 2.918 4.558  0.31
39 H -2.929 5.850 2.636  0.42
40 H -2.888 5.070 0.990  0.28
41 H -1.347 5.355 1.952  0.29
42 H -0.618 1.689 3.009  0.37
43 H 1.823 1.891 2.426  -0.29
44 H 4.775 2.253 -0.440  0.35
45 H 3.583 -1.979 -2.295  0.27
46 H 5.200 -1.617 -1.393  0.37
47 H 5.054 -1.601 -3.090  0.54
48 H 2.243 0.211 -3.156  0.21
49 H 3.642 -0.029 -4.235  0.39
50 H 3.211 1.521 -3.533  0.38
51 H 6.016 0.848 -1.386  0.46
52 H 5.473 1.890 -2.611  0.31
53 H 6.044 0.329 -3.113  0.43
54 H 5.835 2.693 1.909  0.50
55 H 5.821 4.416 2.238  0.33
56 H 5.690 3.796 0.557  0.46
57 H 4.437 2.377 3.556  0.41
58 H 2.790 2.849 3.614  0.31
59 H 4.028 4.110 3.864  0.40
60 H 3.499 4.898 0.274  0.38
61 H 3.304 5.483 1.929  0.49
62 H 2.125 4.397 1.229  0.37
63 H -3.712 3.014 0.304  0.04
64 H -4.873 2.851 -0.997  0.39
65 H -5.119 2.059 -2.622  0.44
66 H -3.601 3.016 -2.157  0.39
67 H -5.533 0.383 -0.452  0.40
68 H -4.260 -0.835 -0.499  0.21
69 H -5.161 -0.448 -1.919  0.46
70 H -1.994 0.868 -2.835  0.28
71 H -3.590 0.492 -3.494  0.45
72 H -2.800 -0.671 -2.451  0.11
73 N -1.373 -5.621 0.292  -0.05
74 C -2.457 -4.885 1.034  0.82
75 C -3.616 -5.678 1.642  -1.70
76 P -1.545 -3.869 2.364  0.79
77 O -2.572 -2.644 2.653  -0.60
78 O -1.317 -4.731 3.570  -0.87
79 O -0.348 -3.389 1.565  -1.06
80 P -3.178 -3.833 -0.359  -0.49
81 O -3.278 -5.290 -2.561  -0.47
82 O -2.000 -3.475 -1.287  -0.50
83 O -3.627 -5.351 -1.152  -0.30
84 H -0.451 -5.291 0.684  0.28
85 H -1.454 -5.497 -0.712  0.24
86 H -1.403 -6.651 0.479  0.37
87 H -3.277 -6.403 2.391  0.36
88 H -4.157 -6.198 0.823  0.43
89 H -4.260 -4.905 2.025  0.39
90 H -2.608 -2.098 1.854  0.34
91 H -2.562 -4.572 -2.505  0.34
92 N 1.835 -3.903 -3.306  0.03
93 C 1.722 -4.643 -2.171  0.16
94 N 2.197 -5.886 -2.044  -0.57
95 N 2.033 -6.170 -0.751  -0.94
96 N 1.411 -5.220 -0.186  -0.45
97 N 1.179 -4.191 -1.056  0.88
98 C 1.071 -2.825 -3.731  0.30
99 N 1.167 -2.300 -4.961  -0.58
100 N 0.216 -1.308 -4.895  -0.77
101 N -0.378 -1.233 -3.742  -0.42
102 N 0.186 -2.238 -2.967  0.70
103 H 2.405 -4.346 -4.009  0.24

Values from the calculation:
orbital gap (spin up / spin down): 0.2533 / 0.2487 hartree
E_HOMO (spin up / spin down): -3.14 / -3.14 eV
E_tot: -5577.31797 a.u.
charge: -2
E_LUMO (spin up / spin down): 3.748 / 3.623 eV
multiplicity: 6


Record 3
Computed, not measured: 4 unconnected molecules or ions with the total composition C32H50BIN2O13 at a distorted geometry, with the ωB97M-V functional and the def2-TZVPD basis.

Last column: Mulliken charge in e.
Positions of all 99 atoms, in Å:
1 C -4.833 -0.297 -2.043  -0.72
2 C -4.475 0.997 -1.591  -0.13
3 C -4.100 2.551 -1.144  0.58
4 C -2.835 3.157 -1.995  -0.55
5 C -1.581 3.546 -0.959  -0.50
6 C -0.955 2.145 -0.369  0.81
7 C -1.060 1.667 1.230  0.42
8 C -1.814 2.583 2.361  -0.66
9 C -1.249 4.113 2.512  -0.78
10 C 0.331 4.316 2.127  0.10
11 C 0.576 5.969 2.073  -0.63
12 C 1.647 6.499 3.206  -0.52
13 N 0.963 6.575 4.554  -0.63
14 C -0.387 0.184 1.574  0.43
15 B -0.388 -0.487 3.110  0.59
16 O -1.606 -1.319 3.415  -0.62
17 O 0.692 -0.276 4.095  -0.55
18 C 1.748 -1.333 3.958  -0.26
19 C 0.340 -0.776 0.414  0.17
20 C 0.964 -2.281 0.789  -1.15
21 C 0.483 -0.298 -1.148  -0.03
22 C -0.186 1.166 -1.455  -0.51
23 C 0.123 1.339 -3.055  0.16
24 O -0.192 2.287 -3.943  -0.57
25 N 0.987 0.140 -3.498  -0.47
26 I 0.820 -0.428 -5.474  0.18
27 C 1.128 -1.008 -2.477  0.46
28 O 1.610 -2.231 -2.710  -0.51
29 H -5.346 -1.371 -2.107  0.34
30 H -5.031 3.277 -1.158  0.34
31 H -3.776 2.476 -0.002  -0.34
32 H -2.536 2.357 -2.795  0.28
33 H -3.199 4.181 -2.467  0.36
34 H -0.688 4.082 -1.541  0.40
35 H -2.055 4.252 -0.154  0.03
36 H -2.949 2.681 2.004  0.07
37 H -1.857 2.119 3.434  0.30
38 H -1.347 4.392 3.669  0.29
39 H -1.992 4.828 1.949  0.33
40 H 0.643 3.923 1.070  0.04
41 H 1.073 3.839 2.910  0.30
42 H 0.843 6.349 0.986  0.33
43 H -0.461 6.497 2.340  0.21
44 H 2.597 5.816 3.168  0.29
45 H 1.964 7.611 2.918  0.28
46 H -0.026 6.930 4.456  0.27
47 H 0.898 5.577 4.891  0.27
48 H -1.409 -2.282 3.194  0.34
49 H 2.422 -1.405 4.940  0.17
50 H 1.307 -2.388 3.696  0.23
51 H 2.392 -0.985 3.016  0.10
52 H 1.034 -2.871 -0.247  0.35
53 H 0.203 -2.924 1.444  0.16
54 H 2.037 -2.225 1.259  0.18
55 C 4.106 -2.529 -4.789  -0.83
56 C 3.449 -3.762 -5.386  -0.09
57 O 3.729 -3.867 -6.788  -0.33
58 C 4.975 -4.296 -7.108  0.72
59 O 5.857 -4.599 -6.321  -0.55
60 O 5.083 -4.303 -8.461  -0.33
61 C 6.386 -4.635 -8.934  -0.62
62 H 3.815 -1.631 -5.343  0.20
63 H 3.823 -2.409 -3.740  0.16
64 H 5.197 -2.593 -4.843  0.38
65 H 2.362 -3.676 -5.286  0.21
66 H 3.750 -4.676 -4.863  0.30
67 H 6.733 -5.584 -8.513  0.29
68 H 7.084 -3.827 -8.693  0.29
69 H 6.337 -4.737 -10.021  0.22
70 C 7.908 -5.347 5.457  -1.09
71 C 7.005 -5.326 4.236  -0.17
72 O 5.968 -4.347 4.380  -0.33
73 C 6.348 -3.057 4.202  0.70
74 O 7.472 -2.669 3.931  -0.55
75 O 5.263 -2.267 4.408  -0.28
76 C 5.549 -0.872 4.356  -0.62
77 H 7.319 -5.492 6.369  0.29
78 H 8.646 -6.150 5.379  0.36
79 H 8.444 -4.401 5.574  0.31
80 H 6.511 -6.299 4.135  0.29
81 H 7.572 -5.155 3.314  0.30
82 H 6.053 -0.602 3.423  0.32
83 H 6.157 -0.586 5.220  0.32
84 H 4.601 -0.329 4.405  0.15
85 C -8.297 0.924 -2.782  -1.12
86 C -7.969 1.104 -1.310  0.18
87 O -9.152 1.382 -0.549  -0.37
88 C -9.958 0.319 -0.307  0.73
89 O -9.764 -0.830 -0.669  -0.56
90 O -11.039 0.760 0.386  -0.34
91 C -12.025 -0.242 0.616  -0.62
92 H -8.845 1.791 -3.163  0.33
93 H -7.383 0.794 -3.369  0.33
94 H -8.934 0.050 -2.945  0.32
95 H -7.305 1.967 -1.191  -0.02
96 H -7.443 0.234 -0.901  0.32
97 H -11.591 -1.125 1.097  0.29
98 H -12.505 -0.513 -0.329  0.29
99 H -12.785 0.174 1.283  0.22

Values from the calculation:
orbital gap: 0.2686 hartree
E_HOMO: -8.97 eV
structure (SMILES): C#CCCCc1c(CCCCCN)c(B(O)OC)c(C)c2c1C(=O)N(I)C2=O.CCOC(=O)OC.CCOC(=O)OC.CCOC(=O)OC
E_tot: -2658.91546 a.u.
E_LUMO: -1.664 eV